ORCA calculation (ωB97M-V/def2-TZVPD) on a molecular structure, C25H28AlBrN5O3S2Si.

Element x y z (Å)
Al  -0.5101  -1.0377  -0.3438
C  -2.1683  2.6113  -3.0177
C  -1.6121  3.6436  -2.1139
N  -2.1809  4.7707  -1.8149
N  -1.2929  5.3705  -0.9621
C  -0.1916  4.6418  -0.7057
S  1.1099  5.0419  0.2571
N  -0.4047  3.5207  -1.4620
N  0.4534  2.4282  -1.4544
H  -3.1157  2.9712  -3.4113
H  -2.3136  1.6613  -2.4996
H  -1.4789  2.4063  -3.8380
H  -1.4816  6.2736  -0.5697
H  1.2012  2.5727  -2.1241
H  -0.0492  1.5591  -1.6729
C  0.6379  1.9470  2.8112
Si  -0.4272  0.5305  2.2176
C  -1.8518  1.2408  1.2325
C  -1.1243  -0.4243  3.6843
N  0.4665  -0.4898  1.1104
C  1.8140  -0.7552  1.3990
C  2.2427  -1.0438  2.7005
C  3.5783  -1.2531  3.0090
C  4.5398  -1.2099  2.0127
C  4.1456  -0.9646  0.7059
C  2.8121  -0.7406  0.4111
O  2.3872  -0.5808  -0.8853
C  2.9544  0.3912  -1.6684
C  3.4804  1.5639  -1.1411
C  3.9495  2.5419  -2.0039
C  3.8929  2.3575  -3.3800
C  3.3553  1.1827  -3.8911
C  2.8833  0.1941  -3.0403
H  0.0324  2.6295  3.4150
H  1.0191  2.5141  1.9574
H  1.4834  1.6193  3.4174
H  -2.4871  1.8367  1.8933
H  -2.4975  0.5003  0.7491
H  -1.4497  1.9119  0.4691
H  -1.9760  0.1018  4.1232
H  -0.3851  -0.5740  4.4743
H  -1.4695  -1.4063  3.3522
H  1.4990  -1.1041  3.4846
H  3.8624  -1.4605  4.0333
H  5.5841  -1.3787  2.2411
H  4.8697  -0.9369  -0.0989
H  3.4739  1.7270  -0.0721
H  4.3276  3.4691  -1.5934
H  4.2516  3.1302  -4.0479
H  3.2889  1.0362  -4.9621
H  2.4127  -0.7068  -3.4087
Br  -1.7315  -7.6078  0.3068
C  -2.9582  -6.1566  0.2580
C  -4.3137  -6.4258  0.1793
C  -5.2065  -5.3628  0.1431
C  -4.7429  -4.0583  0.1870
C  -3.3791  -3.8055  0.2663
C  -2.4758  -4.8608  0.3008
C  -2.9059  -2.3746  0.3097
O  -3.7042  -1.4609  0.2908
O  -1.6096  -2.2359  0.3990
H  -4.6635  -7.4484  0.1458
H  -6.2688  -5.5611  0.0790
H  -5.4178  -3.2141  0.1576
H  -1.4165  -4.6582  0.3595
S  -0.7476  -0.6006  -2.3602

Forces on atoms 1 to 2 (eV/Å):
Al -0.07 0.08 -0.04
C -0.01 0.00 0.01

Computed properties:
lowest unoccupied orbital energy	2.388	eV
M	645.64	g mol⁻¹
total charge	-1
E_tot	-5371.59257	a.u.
Kohn-Sham gap	7.314	eV
HOMO energy	-4.926	eV

Atomic partial charges in e from the Löwdin method, atoms 1 to 8: Al -0.14; C -0.03; C -0.34; N 0.10; N 0.00; C -0.85; S 0.50; N -0.10



ORCA calculation (ωB97M-V/def2-TZVPD) on a molecular structure, C25H28BN7O2V in a non-equilibrium geometry.

Element x y z (Å)
H  0.2006  3.4059  -1.1005
N  -0.1389  1.8519  -2.5232
B  -0.4926  0.4706  -4.6422
N  -0.1615  1.8330  -3.9375
C  0.1125  3.0727  -4.3569
V  -0.2642  0.2174  -1.5775
H  0.1783  3.3176  -5.3928
C  0.3133  3.9182  -3.2701
H  0.5655  4.9568  -3.2779
C  0.1369  3.1366  -2.1416
H  -0.5703  0.5675  -5.8064
C  -2.3795  -1.9963  0.4260
H  -2.1333  -2.5703  1.3388
H  -1.4505  -1.8712  -0.1949
H  -3.0995  -2.6554  -0.0846
N  -1.9228  0.0602  -4.0938
N  0.4632  -0.6778  -4.1789
N  -2.1263  -0.1031  -2.7470
N  0.5751  -0.9455  -2.7982
C  -3.0756  -0.1660  -4.7864
C  1.2553  -1.5479  -4.8319
H  -3.1894  -0.0741  -5.8852
H  1.4144  -1.5305  -5.9012
C  -4.0653  -0.4912  -3.8481
C  1.8956  -2.3836  -3.9089
C  -3.4443  -0.4431  -2.5912
C  1.4481  -1.9914  -2.6555
H  -5.1016  -0.7189  -4.0590
H  2.6179  -3.1569  -4.1059
H  -3.9139  -0.6563  -1.6394
H  1.6690  -2.3841  -1.6815
H  -2.8365  -1.0275  0.6981
C  4.3602  0.1262  4.1009
C  3.3392  -0.7753  3.4613
C  3.7662  -1.8217  2.6459
C  2.8428  -2.6463  2.0065
C  1.4807  -2.4240  2.1761
C  1.0529  -1.3572  2.9808
N  -0.3265  -1.1233  3.1119
C  -1.0218  0.0794  2.9262
C  -2.2934  0.2578  3.5029
C  -3.0173  1.4249  3.2838
C  -2.4962  2.4569  2.5081
C  -1.2531  2.2951  1.9285
C  -0.5503  1.1175  2.0949
C  0.6354  0.9614  1.1978
O  1.7382  1.4423  1.4364
O  0.3623  0.2925  0.0845
C  1.9751  -0.5667  3.6903
C  1.5121  0.4800  4.6419
H  4.2546  1.1767  3.7841
H  4.2937  0.1093  5.2003
H  5.3733  -0.1946  3.8252
H  4.8458  -1.9505  2.4991
H  3.1918  -3.4618  1.3792
H  0.7276  -3.0446  1.6790
H  -0.9173  -1.9507  3.2230
H  -2.7002  -0.5531  4.1138
H  -4.0167  1.5171  3.7139
H  -3.0488  3.3854  2.3576
H  -0.7959  3.0644  1.3137
H  1.5082  1.4667  4.1518
H  0.5102  0.2634  5.0306
H  2.1870  0.5353  5.5052

Forces on atoms 1 to 2 (eV/Å):
H 0.05 -0.15 0.04
N 0.63 3.16 -2.45

Computed properties:
ΔE to the lowest compared entry with this formula, charge and spin	8.40	kcal per mole
lowest unoccupied orbital energy (alpha / beta)	0.686 / 0.638	eV
M	520.30	g mol⁻¹
2S+1	4
E_tot	-2472.19489	a.u.
Kohn-Sham gap (alpha / beta)	7.393 / 8.168	eV
HOMO energy (alpha / beta)	-6.707 / -7.530	eV

Atomic partial charges in e from the Löwdin method, atoms 1 to 8: H 0.11; N -0.09; B -0.44; N 0.02; C -0.07; V 0.82; H 0.12; C -0.06